{"formula": "C10H37BeN18O12", "method": "ωB97M-V/def2-TZVPD", "homo_energy_ev": [-8.46, -8.46], "lumo_ha": [-0.10012, -0.19942], "relative_energy_kcal_mol": 65.7, "spin_multiplicity": 2, "orbital_gap_ev": [5.737, 3.035], "charge": 0, "species": ["Be", "O", "C", "O", "O", "H", "C", "O", "N", "N", "H", "H", "H", "H", "C", "O", "N", "N", "H", "H", "H", "H", "C", "O", "N", "N", "H", "H", "H", "H", "C", "O", "N", "N", "H", "H", "H", "H", "C", "O", "N", "N", "H", "H", "H", "H", "C", "O", "N", "N", "H", "H", "H", "H", "C", "O", "N", "N", "H", "H", "H", "H", "C", "O", "N", "N", "H", "H", "H", "H", "C", "O", "N", "N", "H", "H", "H", "H"], "positions_angstrom": [[-1.4442, -3.5023, -3.1405], [0.8916, -0.8958, -0.4002], [-0.4125, -1.0050, -0.3213], [-1.1071, -1.3693, -1.3239], [-0.8685, -0.8415, 0.7828], [0.9774, -0.6652, 0.5277], [-3.0891, 1.1389, -3.8276], [-3.7417, 1.7195, -4.6388], [-3.0200, -0.1533, -3.6710], [-2.5526, 1.7941, -2.8753], [-2.5110, -0.5980, -2.9204], [-3.4977, -0.7165, -4.3599], [-2.2273, 2.7497, -2.9082], [-2.8445, 1.3972, -1.9936], [1.8899, 0.6082, 2.7457], [2.4710, -0.1321, 1.9365], [0.7193, 1.1563, 2.6096], [2.3851, 0.8978, 3.8782], [0.1549, 0.7793, 1.8617], [0.3835, 1.8293, 3.2838], [3.2423, 0.4101, 4.0959], [1.9690, 1.5915, 4.4830], [-3.1083, -2.4565, 3.5636], [-3.5559, -3.1349, 2.5633], [-3.3272, -2.6939, 4.8707], [-2.3881, -1.4161, 3.4468], [-3.9546, -3.4189, 5.1881], [-2.4668, -2.5324, 5.3744], [-1.9285, -1.0984, 4.2882], [-2.0975, -1.2304, 2.4975], [4.2053, -2.2453, -1.6891], [4.2894, -2.5231, -0.4148], [3.2458, -1.6151, -2.1895], [5.1343, -2.5215, -2.5006], [3.2410, -1.4447, -3.1851], [2.4511, -1.3558, -1.6227], [5.6568, -1.8784, -3.0780], [5.8536, -3.0457, -2.0232], [-1.7477, 2.8870, 1.3134], [-2.4415, 2.1216, 1.9822], [-1.2058, 2.6350, 0.1967], [-1.5043, 4.0596, 1.8262], [-1.4363, 1.7557, -0.2435], [-0.5485, 3.2088, -0.3119], [-0.6576, 4.3807, 1.3788], [-1.8931, 4.2629, 2.7359], [-4.9286, -0.7554, 0.1594], [-6.1316, -0.9582, -0.1119], [-3.8824, -1.5722, 0.0669], [-4.5714, 0.4391, 0.4956], [-4.0888, -2.5317, -0.1717], [-2.9523, -1.1799, 0.0976], [-3.6131, 0.6392, 0.7441], [-5.2707, 1.1674, 0.4691], [3.5229, 2.4141, -0.6284], [4.5150, 1.7369, -0.7569], [2.3046, 2.0486, -0.2953], [3.5631, 3.6060, -0.9739], [1.6021, 2.7470, -0.0979], [2.3792, 1.1827, 0.2192], [2.8307, 4.2799, -0.8022], [4.4532, 3.8674, -1.3732], [1.3903, -3.7569, 2.1692], [1.9347, -4.6954, 2.6876], [0.1581, -3.4240, 2.2283], [2.0803, -3.0005, 1.3332], [-0.4675, -4.0406, 2.7268], [-0.2278, -2.6015, 1.7871], [3.0762, -3.1101, 1.2056], [1.5497, -2.4205, 0.6991], [1.4866, 1.6466, -4.1829], [1.2991, 1.7036, -5.3472], [1.3382, 0.6261, -3.4519], [2.1757, 2.5828, -3.5648], [0.8287, -0.1615, -3.8264], [1.5398, 0.7185, -2.4666], [2.0334, 2.6653, -2.5683], [2.4893, 3.2442, -4.2607]], "atomic_forces_ev_per_a": [[0.3, 1.0, 1.0], [1.0, 0.4, -1.3], [-1.6, -2.1, -2.8], [0.1, -0.4, -1.3], [-1.8, 1.2, 3.0], [2.2, 0.4, 1.0], [-2.3, 0.8, -2.3], [-1.2, 0.5, -3.6], [0.0, -4.4, -0.6], [3.8, 2.5, 6.2], [0.1, 0.2, 0.0], [-0.1, 0.1, 0.3], [-0.9, -0.3, -0.3], [0.6, 0.5, 0.4], [0.9, -2.0, -2.6], [-1.0, 0.4, -0.5], [-3.4, 1.2, -2.1], [3.5, 0.7, 4.8], [-0.6, 0.4, 0.3], [-0.4, -0.5, -0.4], [0.0, 0.5, 0.4], [0.4, -0.5, 0.1], [-3.8, -5.0, -3.3], [1.0, 1.7, 3.1], [-0.5, -1.0, 1.8], [2.8, 3.4, -1.5], [0.5, -0.1, -0.3], [-0.6, -0.4, 0.7], [0.1, 0.7, -0.8], [0.6, 0.6, 0.3], [0.3, -0.8, 9.5], [-0.4, 0.2, -3.8], [-5.4, 3.0, -2.3], [6.8, -2.9, -3.5], [-0.3, 0.1, 0.3], [0.2, 0.1, -0.1], [-1.0, 0.5, -0.2], [0.0, -0.3, 0.1], [-3.3, -1.2, 5.1], [-0.6, -1.3, -0.8], [2.3, -2.3, -5.7], [1.5, 2.8, -0.2], [0.2, 0.0, 0.1], [-0.5, 0.1, 0.2], [-0.1, 1.6, 1.2], [0.6, 0.2, -0.2], [-3.3, -1.1, -1.5], [1.3, -1.1, 0.2], [0.2, -1.8, -0.8], [1.3, 4.2, 1.0], [0.5, 0.2, 0.4], [-0.1, -0.7, 0.1], [-0.3, 0.5, 0.4], [0.3, -0.2, 0.2], [1.5, -3.6, 0.1], [0.7, -2.0, 0.4], [-2.5, -2.7, 1.0], [1.1, 8.6, -2.3], [0.3, -0.5, 0.4], [-0.9, -0.3, 0.6], [0.5, 0.0, -0.2], [-0.3, 0.6, 0.1], [4.0, -0.7, -1.5], [0.2, -2.1, 2.1], [-5.8, 0.5, 1.3], [0.8, 1.7, -1.6], [0.0, 0.3, -0.1], [0.1, -0.2, 0.2], [-0.3, 0.1, -0.2], [1.0, -0.3, 0.2], [1.8, 1.7, -1.2], [-1.4, 0.0, -4.3], [-1.9, -5.5, 3.5], [0.9, 2.6, 1.0], [-0.1, 0.2, 0.4], [-0.2, -0.6, -0.1], [0.7, 0.8, -0.4], [0.0, 0.8, 1.0]]}

=====

{"formula": "C3H6I2", "method": "ωB97M-V/def2-TZVPD", "homo_energy_ev": [-8.84, -8.84], "lumo_ha": [-0.05533, -0.05523], "relative_energy_kcal_mol": 24.3, "orbital_gap_ev": [7.335, 7.340], "charge": 0, "species": ["C", "C", "C", "I", "I", "H", "H", "H", "H", "H", "H"], "positions_angstrom": [[0.2894, 1.2698, 0.2415], [0.2244, -1.2252, 0.3435], [-0.1740, 0.0346, -0.3867], [0.1192, -0.0529, -2.4745], [-2.9414, -0.2666, -0.1109], [-0.0301, 2.2104, -0.3604], [-0.0005, 1.5381, 1.1830], [1.3863, 1.2709, 0.0674], [-0.1426, -1.2810, 1.4456], [1.3467, -1.3551, 0.2512], [-0.0773, -2.1430, -0.1997]], "atomic_forces_ev_per_a": [[0.5, 2.9, -4.3], [0.3, -1.3, 0.5], [-1.7, -1.6, 0.5], [-0.1, 0.0, 0.4], [2.0, 0.4, -0.2], [0.4, -1.6, 0.7], [-0.6, -0.3, 2.8], [-0.3, -0.1, 0.6], [0.8, 0.3, -2.0], [-0.9, 0.7, 0.5], [-0.5, 0.6, 0.4]]}

=====

{"formula": "C18H15N5O4S", "method": "ωB97M-V/def2-TZVPD", "smiles": "O=C(Cc1nnc(NC(=O)c2cccc([N+](=O)[O-])c2)s1)NCc1ccccc1", "homo_energy_ev": -9.21, "lumo_ha": -0.02078, "relative_energy_kcal_mol": 38.8, "orbital_gap_ev": 8.649, "charge": 0, "species": ["O", "C", "N", "H", "C", "C", "C", "C", "C", "C", "C", "H", "H", "H", "H", "H", "H", "H", "C", "C", "N", "N", "C", "N", "C", "O", "C", "C", "C", "C", "C", "C", "H", "H", "H", "N", "O", "O", "H", "H", "S", "H", "H"], "positions_angstrom": [[2.8595, -1.2079, -2.0871], [1.9025, -1.9508, -2.0395], [0.9662, -2.0419, -2.9959], [0.1484, -2.6108, -2.8414], [0.9006, -1.1078, -4.1050], [-0.2603, -0.1589, -3.9416], [-1.1737, 0.0394, -4.9667], [-2.2400, 0.9057, -4.7940], [-2.4078, 1.5710, -3.5919], [-1.5017, 1.3771, -2.5619], [-0.4329, 0.5180, -2.7399], [0.2782, 0.3718, -1.9392], [-1.6256, 1.8891, -1.6202], [-3.2438, 2.2404, -3.4559], [-2.9437, 1.0557, -5.5997], [-1.0479, -0.4821, -5.9053], [0.8148, -1.6651, -5.0424], [1.8471, -0.5587, -4.1021], [1.6828, -2.8777, -0.8324], [1.7260, -2.0300, 0.3776], [0.7828, -1.9172, 1.2409], [1.0258, -1.0427, 2.2066], [2.1727, -0.4603, 2.0923], [2.6678, 0.4907, 2.9412], [2.0031, 1.1535, 3.9509], [2.6174, 1.8066, 4.7586], [0.5174, 1.0297, 3.9388], [-0.2090, 1.4051, 2.8179], [-1.5913, 1.3035, 2.8481], [-2.2609, 0.8421, 3.9762], [-1.5289, 0.4950, 5.0949], [-0.1462, 0.5948, 5.0807], [0.4305, 0.3286, 5.9531], [-2.0341, 0.1451, 5.9815], [-3.3375, 0.7693, 3.9569], [-2.3484, 1.6763, 1.6795], [-3.5520, 1.5462, 1.7199], [-1.7358, 2.0995, 0.7215], [0.2747, 1.7771, 1.9274], [3.6652, 0.6666, 2.8964], [3.0988, -0.9839, 0.6889], [2.5069, -3.5957, -0.8149], [0.7320, -3.4066, -0.8729]], "atomic_forces_ev_per_a": [[0.4, 0.2, -0.1], [-0.3, -0.8, 0.2], [-0.3, -0.1, -0.3], [0.1, 0.0, 0.1], [0.1, 0.1, -0.1], [0.0, 0.0, -0.1], [0.1, 0.0, 0.0], [-0.1, 0.1, 0.0], [-0.1, 0.0, -0.1], [0.1, 0.0, 0.1], [0.0, 0.0, 0.0], [0.1, 0.0, 0.1], [0.0, 0.0, 0.0], [-0.1, 0.1, 0.0], [-0.1, 0.0, -0.1], [0.0, -0.1, -0.1], [0.0, 0.1, 0.1], [-0.1, -0.1, -0.1], [0.2, 0.1, -0.4], [0.6, 0.4, 0.1], [-0.5, -1.1, -1.1], [0.2, 0.8, 1.2], [0.4, -0.9, -1.0], [0.7, 0.4, 0.0], [-0.2, 0.0, 0.0], [0.0, 0.0, 0.1], [-0.5, 0.3, 0.3], [-0.3, 0.1, 0.0], [0.8, -0.3, 1.0], [-0.1, 0.1, -0.2], [0.1, 0.0, -0.1], [0.2, 0.1, -0.2], [0.1, 0.0, 0.1], [-0.1, 0.0, 0.1], [0.0, 0.0, 0.0], [-0.3, 0.1, -0.4], [-0.3, 0.0, 0.0], [0.2, 0.1, -0.3], [0.0, 0.0, -0.1], [-0.2, 0.1, 0.1], [-0.8, 0.1, 0.7], [-0.1, 0.0, -0.1], [0.0, 0.0, 0.1]]}

=====

{"formula": "C5H8N2", "method": "ωB97M-V/def2-TZVPD", "smiles": "C[C@H]1CN[C@H]1C#N", "homo_energy_ev": -9.58, "lumo_ha": 0.03377, "relative_energy_kcal_mol": 31.4, "orbital_gap_ev": 10.497, "charge": 0, "species": ["C", "C", "C", "N", "C", "C", "N", "H", "H", "H", "H", "H", "H", "H", "H"], "positions_angstrom": [[-0.8351, 0.0077, -1.3706], [-0.1084, -0.7282, -0.2574], [1.4061, -0.4407, -0.1744], [1.2530, 0.1948, 1.1543], [-0.1970, -0.0983, 1.1659], [-1.1023, 1.0490, 1.3048], [-1.8248, 1.9474, 1.4088], [-0.5676, 1.0712, -1.3797], [-0.5646, -0.4172, -2.3434], [-1.9218, -0.0606, -1.2580], [-0.3678, -1.7906, -0.2589], [1.7716, 0.2206, -0.9693], [2.0493, -1.3251, -0.1276], [1.4595, 1.1871, 1.1515], [-0.4501, -0.8170, 1.9540]], "atomic_forces_ev_per_a": [[0.0, 0.0, 0.0], [-0.1, -0.1, -0.1], [0.2, -0.1, -0.2], [0.0, 0.3, 0.1], [-0.2, -0.1, 0.1], [-0.6, 0.7, 0.1], [0.7, -0.8, -0.1], [0.0, -0.2, 0.0], [0.0, 0.0, 0.1], [0.1, 0.0, 0.0], [0.0, 0.2, 0.0], [0.0, -0.1, 0.1], [-0.1, 0.1, 0.0], [0.0, -0.1, 0.1], [0.0, 0.1, -0.1]]}